21
Properties=species:S:1:pos:R:3:forces:R:3 method="wB97M-V/def2-TZVPD" energy_ha=-402.94313 max_force_ev_per_a=1.819 total_charge=+1 de_lowest_kcal_mol=8.4 gap_ev=11.901 spin_multiplicity=1
H 0.29175 -1.56502 2.55195 0.00 -0.12 -0.11
C 0.51947 0.87766 0.79947 0.01 0.27 1.80
H 2.08690 -0.21504 -1.53025 -0.04 -0.10 -0.10
H 0.03417 -2.92495 -0.54654 -0.13 0.22 0.03
C 1.42101 0.63860 -1.45855 0.10 -0.26 -0.26
O 0.44462 -2.26797 -1.12749 0.21 -1.07 -0.02
H -0.19794 0.49958 2.84030 -0.07 0.28 -0.02
H 0.33014 1.94523 0.82293 -0.24 0.15 -0.40
H 1.01708 0.88016 -2.43459 0.07 0.05 -0.07
H 2.00978 1.45726 -1.05574 -0.26 0.19 -0.05
H -2.37644 2.59193 -0.62454 0.42 -0.11 -0.21
H -0.61633 0.59064 -0.88309 0.43 0.05 0.10
H 1.54703 0.75829 1.15050 0.12 -0.23 -0.61
O -0.02568 -1.24675 1.70103 0.00 0.25 0.37
H -2.87655 1.18412 -0.69701 0.09 -0.16 -0.19
H -1.38149 0.24129 1.49837 -0.37 0.22 0.42
O -2.07426 1.69926 -0.85905 -0.72 0.24 0.35
H 1.15729 -2.78259 -1.53592 -0.10 0.31 -0.09
N 0.31032 0.28510 -0.53533 0.35 0.25 0.89
H 0.31211 -0.74657 -0.37195 0.00 0.29 -0.63
C -0.35085 0.15040 1.82567 0.13 -0.73 -1.20